Entry 1:
DFT (wB97M-V/def2-TZVPD) results for the molecule C8H14N2O6.

Geometry (Å):
C1 1.168 -3.094 -1.525
C2 1.114 -3.362 -0.003
O1 2.342 -3.163 0.633
C3 -0.021 -2.573 0.620
N1 -1.423 -2.903 0.093
C4 0.303 -1.101 0.561
O2 1.443 -0.617 0.488
N2 -0.866 -0.318 0.537
C5 -0.947 1.066 0.112
C6 0.224 1.879 0.763
C7 -0.175 3.323 1.069
O3 -1.313 3.741 1.129
O4 0.914 4.077 1.402
C8 -1.007 1.135 -1.409
O5 -1.493 0.249 -2.056
O6 -0.572 2.315 -1.932
H1 0.231 -3.495 -1.975
H2 2.049 -3.626 -1.910
H3 1.236 -2.050 -1.778
H4 0.862 -4.403 0.245
H5 2.472 -2.200 0.599
H6 -0.084 -2.718 1.709
H7 -1.564 -2.541 -0.880
H8 -1.632 -3.912 0.109
H9 -1.641 -0.887 0.232
H10 -1.933 1.438 0.493
H11 0.659 1.413 1.637
H12 1.081 1.883 0.033
H13 0.448 4.953 1.518
H14 -0.682 2.232 -2.888

Values from the calculation:
HOMO energy (eV): -9.7
SMILES: C[C@@H](O)[C@H](N)C(=O)N[C@@H](CC(=O)O)C(=O)O
Energy (hartree): -874.24189
Max |F| (eV/Å): 2.9

Mulliken atomic charge list, values in e, 4 entries: number 1, C, carries -1.2266; number 2, C, carries 0.0519; number 3, O, carries -0.6181; number 4, C, carries 0.3972

---

Entry 2:
DFT (wB97M-V/def2-TZVPD) results for the molecule C8H14N2S.

Geometry (Å):
C1 -0.796 -3.023 -0.728
C2 -0.634 -2.071 0.462
C3 -1.356 -0.768 0.249
N1 -2.602 -0.750 0.458
S1 -3.224 0.798 0.463
N2 -1.827 1.618 0.126
C4 -0.798 0.895 0.105
C5 0.624 1.278 0.024
C6 1.234 0.539 -1.195
C7 1.308 0.888 1.304
C8 0.753 2.758 -0.168
H1 -1.892 -2.910 -1.203
H2 -0.694 -4.086 -0.443
H3 -0.064 -2.853 -1.449
H4 0.451 -2.174 0.774
H5 -1.098 -2.511 1.357
H6 1.271 1.115 -2.132
H7 2.107 0.106 -0.900
H8 0.752 -0.377 -1.366
H9 0.754 1.472 2.191
H10 1.102 -0.136 1.508
H11 2.318 0.937 1.342
H12 1.822 3.024 -0.038
H13 0.382 2.935 -1.183
H14 0.108 3.299 0.442

Values from the calculation:
HOMO energy (eV): -8.8
SMILES: CCc1nsnc1C(C)(C)C
Energy (hartree): -820.85183
Max |F| (eV/Å): 5.3

Mulliken atomic charge list, values in e, 4 entries: number 1, C, carries -1.2169; number 2, C, carries -0.4356; number 3, C, carries 0.5488; number 4, N, carries -0.6070

---

Entry 3:
DFT (wB97M-V/def2-TZVPD) results for the ion C8H14N3 with charge +1.

Geometry (Å):
C1 2.554 0.740 -1.060
C2 1.551 -0.014 -0.199
C3 2.195 0.099 1.258
C4 0.118 0.525 -0.170
C5 -0.260 1.883 -0.176
N1 -1.471 2.293 0.094
C6 -2.468 1.470 0.215
N2 -2.369 0.154 0.061
C7 -3.558 -0.725 -0.190
C8 -1.056 -0.342 -0.056
N3 -0.857 -1.667 0.067
H1 2.586 1.714 -0.799
H2 2.181 0.644 -2.037
H3 3.455 0.178 -1.017
H4 1.734 -1.130 -0.519
H5 3.164 -0.242 1.228
H6 1.791 -0.452 2.131
H7 2.444 1.168 1.411
H8 0.529 2.728 -0.261
H9 -3.334 2.041 0.410
H10 -3.356 -1.152 -1.074
H11 -3.662 -1.319 0.698
H12 -4.277 0.061 -0.180
H13 -0.131 -2.211 -0.375
H14 -1.489 -2.391 0.369

Values from the calculation:
HOMO energy (eV): -13.3
SMILES: CC(C)c1cncn(C)c1=[NH2+]
Energy (hartree): -477.20830
Charge: +1
Max |F| (eV/Å): 5.2

Mulliken atomic charge list, values in e, 4 entries: number 1, C, carries -1.8151; number 2, C, carries 0.3684; number 3, C, carries -1.3089; number 4, C, carries 0.5374

---

Q: What is the formula in the second record?
A: C8H14N2S

---

Q: HOMO energy of number 2 (C8H14N2S)?
A: -8.8 eV